# 1
This record from OMol25 describes C4H8N4S as an isolated structure. The level of theory is ωB97M-V/def2-TZVPD.

Summary:
LUMO = 0.37 eV
gap between HOMO and LUMO = 10.25 eV
electronic energy = -774.30222 Eh

Each line ends with the Mulliken charge.
Element x y z (Å)
C: 2.56778 0.46521 1.04110  -0.11
C: -0.59315 0.40796 1.01719  -1.44
C: -0.33099 -0.11650 -1.39336  -1.36
C: -0.02752 -0.53444 0.02202  0.88
N: 3.81291 0.25121 0.72955  -0.36
N: 3.84781 -0.52805 -0.36181  -0.41
N: 2.67540 -0.77320 -0.74617  -0.33
N: 1.88937 -0.23892 0.11490  0.54
S: -0.11881 -2.28052 0.35386  -0.11
H: 2.25136 0.78157 1.99296  0.28
H: -0.65497 1.46556 0.62713  0.30
H: 0.01549 0.47963 1.95306  0.40
H: -1.53396 0.05493 1.43763  0.36
H: -0.27598 -0.96041 -1.94261  0.38
H: 0.17206 0.87923 -1.44933  0.37
H: -1.37034 0.03233 -1.31366  0.45
H: -0.04489 -2.69586 -0.91523  0.16


# 2
This record from OMol25 describes an isolated ion of composition C4H8N5S and charge +1. The level of theory is ωB97M-V/def2-TZVPD.

Summary:
net charge = +1
LUMO (spin up / spin down) = -5.26 / -4.80 eV
gap between HOMO and LUMO (spin up / spin down) = 7.12 / 7.09 eV
SMILES string = S=[NH+]CN/C=C1\NC=NN1
electronic energy = -828.84671 Eh

Each line ends with the Mulliken charge.
Element x y z (Å)
C: -1.79018 -0.71107 -2.45790  0.04
C: -0.03753 -0.69315 -1.16396  0.44
C: 0.10680 0.91810 1.33417  -0.58
C: 1.04907 -0.53741 -0.37343  -0.51
N: -1.32951 -0.23116 -1.25294  0.01
N: -0.97078 -1.45873 -3.08028  -0.67
N: 0.12342 -1.41073 -2.36184  0.23
N: -0.38300 -0.01468 2.30389  -0.20
N: 1.23240 0.38006 0.63234  -0.15
S: -1.22359 -1.43928 1.90746  -0.09
H: -2.81731 -0.29094 -2.84727  0.34
H: -0.63727 1.05485 0.57822  0.32
H: 0.37477 1.81899 1.82796  0.37
H: 1.95965 -1.06474 -0.55248  0.32
H: 0.90761 -2.08763 -2.46782  0.30
H: -0.12066 0.17434 3.36172  0.30
H: -1.95941 0.31797 -0.64918  0.24
H: 2.07763 0.04796 1.16813  0.27


# 3
This record from OMol25 describes a single C4H8N6O molecule. The level of theory is ωB97M-V/def2-TZVPD.

Summary:
LUMO = 0.44 eV
gap between HOMO and LUMO = 9.64 eV
SMILES string = Cc1nnc(NN)n(N)c1=O
electronic energy = -560.82157 Eh

Each line ends with the Mulliken charge.
Element x y z (Å)
C: -3.16298 -0.48533 0.17972  -1.23
C: -1.63138 -0.61769 0.04325  0.61
C: 0.97971 -0.73554 -0.18374  0.55
C: -0.90912 0.68271 0.11982  0.73
H: -3.63348 -1.47298 0.16092  0.38
H: -3.45385 -0.09581 0.94965  0.45
H: -3.48586 -0.01478 -0.86876  0.23
H: 2.64860 -1.82412 -0.20191  0.27
H: 2.67317 0.19699 1.18534  0.25
H: 3.32141 0.65916 0.05226  0.30
H: 0.75967 2.45850 0.09799  0.31
H: 0.90203 2.04099 -1.30701  0.29
N: -1.11336 -1.71662 -0.10233  -0.38
N: 0.27878 -1.85114 -0.16099  -0.67
N: 2.41203 -0.95655 -0.21552  -0.02
N: 3.21657 -0.17779 0.60009  -0.75
N: 0.36092 0.46467 -0.12994  0.16
N: 1.26013 1.65182 -0.38813  -0.82
O: -1.42298 1.79350 0.16927  -0.68


# 4
This record from OMol25 describes a single C4H8N8 molecule. The level of theory is ωB97M-V/def2-TZVPD.

Summary:
LUMO = 0.25 eV
gap between HOMO and LUMO = 9.65 eV
SMILES string = Cc1nnn(N2NN=N[C@@H]2C)n1
electronic energy = -595.06079 Eh

Each line ends with the Mulliken charge.
Element x y z (Å)
C: -2.45646 -0.12307 -0.12492  0.61
C: 1.87981 0.58816 -0.37194  0.69
C: -3.86027 -0.54252 0.15887  -1.00
C: 2.83914 1.51440 0.39022  -1.46
N: -2.07016 0.38853 -1.29639  -0.58
N: -1.43354 -0.43399 0.69401  -0.90
N: -0.81157 0.55035 -1.20001  -0.23
N: 2.63453 -0.47121 -0.98483  -0.30
N: 2.43092 -1.60239 -0.49203  -0.35
N: -0.40205 0.05863 -0.02204  1.29
N: 1.37681 -1.61840 0.29501  0.01
N: 0.83239 -0.04168 0.48877  -0.52
H: 1.18004 1.15941 -1.04512  0.40
H: -4.63153 0.17042 0.08078  0.31
H: -4.03759 -1.33116 -0.45209  0.29
H: -3.76287 -0.92964 1.13698  0.37
H: 2.86251 1.17107 1.50692  0.29
H: 2.49173 2.45011 0.28771  0.39
H: 3.77871 1.42793 0.05509  0.47
H: 1.15944 -2.38495 0.89500  0.24


# 5
This record from OMol25 describes a 2-piece molecular cluster, C4H8NO overall. The level of theory is ωB97M-V/def2-TZVPD.

Summary:
net charge = -1
LUMO = 4.26 eV
gap between HOMO and LUMO = 5.82 eV
electronic energy = -287.09243 Eh

Each line ends with the Mulliken charge.
Element x y z (Å)
C: -2.26787 -0.97302 0.15673  -0.85
C: -1.67779 0.20248 -0.17759  0.05
C: 2.42266 0.09329 0.04982  -0.71
C: 1.35550 -0.70410 0.05702  -0.36
N: -0.70482 0.80329 0.49875  -0.74
O: -0.27904 2.03533 -0.17433  -0.42
H: -3.07193 -1.37923 -0.44003  0.24
H: -1.96202 -1.54243 1.01844  0.21
H: -2.05665 0.70556 -1.08278  0.33
H: 2.91277 0.39953 0.96335  0.24
H: 2.83841 0.49747 -0.86267  0.31
H: 0.68069 1.96071 -0.12286  0.28
H: 0.86740 -1.00615 -0.85211  0.22
H: 0.94269 -1.09273 0.96825  0.19


# 6
This record from OMol25 describes a 2-piece molecular cluster, C4H8NO overall. The level of theory is ωB97M-V/def2-TZVPD.

Summary:
net charge = -1
LUMO (spin up / spin down) = 4.29 / 4.29 eV
gap between HOMO and LUMO (spin up / spin down) = 6.06 / 6.06 eV
electronic energy = -287.03380 Eh

Each line ends with the Mulliken charge.
Element x y z (Å)
C: 0.16415 -0.34501 -1.94365  -0.88
C: 0.09614 0.06039 -0.68978  0.56
C: -1.15004 0.72387 -0.10118  -1.13
C: 0.44135 -0.52719 1.88480  -0.78
N: 1.23914 0.24290 0.09112  -0.08
O: 2.26578 -0.38960 -0.39510  -0.71
H: 1.14522 -0.65646 -2.18496  0.38
H: -0.76581 -0.29591 -2.70039  0.17
H: -1.59684 1.18420 -0.96887  0.39
H: -0.94586 1.47391 0.79140  0.22
H: -1.90821 0.02060 0.36639  0.21
H: -0.40878 -1.04971 1.41291  0.14
H: 1.32906 -0.91753 2.35205  0.35
H: 0.09472 0.47553 2.08526  0.17


# 7
This record from OMol25 describes an isolated ion of composition C4H8NO and charge -1. The level of theory is ωB97M-V/def2-TZVPD.

Summary:
<S²> = 2.010
net charge = -1
LUMO (spin up / spin down) = 4.18 / 3.22 eV
gap between HOMO and LUMO (spin up / spin down) = 2.98 / 9.04 eV
multiplicity = 3
electronic energy = -286.99166 Eh

Each line ends with the Mulliken charge.
Element x y z (Å)
C: 0.31653 1.93929 -0.49999  -1.14
C: 0.37257 0.67644 -0.00841  0.53
C: 1.15416 0.07977 1.14552  -2.47
C: -1.04120 -1.47419 -0.19524  -2.12
N: -0.38857 -0.41333 -0.89864  0.32
O: -1.12336 -0.11172 -2.00843  -0.44
H: -0.36959 2.23939 -1.22775  0.20
H: 0.83366 2.72121 -0.11096  0.86
H: 2.22280 0.61392 1.27825  1.28
H: 1.24341 -0.98986 0.83336  0.06
H: 0.56619 0.19968 1.96028  0.32
H: -1.89250 -1.77794 -0.81232  0.40
H: -0.43802 -2.51485 -0.30139  0.62
H: -1.45608 -1.18782 0.84572  0.57


# 8
This record from OMol25 describes C4H8NO as an isolated structure. The level of theory is ωB97M-V/def2-TZVPD.

Summary:
net charge = +1
LUMO (spin up / spin down) = -6.82 / -7.20 eV
gap between HOMO and LUMO (spin up / spin down) = 7.99 / 7.64 eV
electronic energy = -286.75483 Eh

Each line ends with the Mulliken charge.
Element x y z (Å)
C: -0.91159 -0.11682 -0.15603  0.16
C: -1.34036 -1.47120 -0.03331  -1.28
C: 0.58560 1.76491 0.08218  -1.38
C: 0.24781 0.36599 0.36521  0.32
N: 2.02691 -0.27994 0.00759  0.28
O: 2.21773 -1.41822 -0.01903  -0.05
H: -1.36711 0.55505 -0.78975  0.42
H: -0.68982 -2.11196 -0.72169  0.33
H: -2.33130 -1.72049 -0.44657  0.34
H: -1.17062 -2.06884 0.79242  0.43
H: 1.55154 2.12882 0.43040  0.39
H: 0.68521 1.87521 -1.01649  0.41
H: -0.24518 2.49413 0.20863  0.37
H: 0.74117 0.00335 1.29646  0.29


# 9
This record from OMol25 describes a 2-piece molecular cluster, C4H8NO overall. The level of theory is ωB97M-V/def2-TZVPD.

Summary:
net charge = +1
LUMO = -5.17 eV
gap between HOMO and LUMO = 8.82 eV
electronic energy = -286.78497 Eh

Each line ends with the Mulliken charge.
Element x y z (Å)
C: -0.99244 0.01392 -0.24104  0.40
C: -0.86480 -0.75320 -1.53819  -0.36
C: -1.68431 0.52585 0.92108  -0.89
C: 2.55501 0.22254 -0.16498  0.14
N: 0.19530 -0.41706 -0.55080  -0.45
O: 3.04342 -0.04806 0.92890  -0.28
H: -1.02718 -1.78597 -1.60326  0.27
H: -0.98290 -0.17812 -2.44058  0.23
H: -1.22899 1.23064 1.49372  0.34
H: -1.58794 -0.44586 1.42167  0.27
H: -2.75742 0.65515 0.73071  0.29
H: 2.71960 -0.62928 -0.93326  0.29
H: 1.82495 1.07424 -0.48512  0.31
H: 2.97822 0.53638 1.77771  0.45


# 10
This record from OMol25 describes a 2-piece molecular cluster, C4H8NO overall. The level of theory is ωB97M-V/def2-TZVPD.

Summary:
net charge = +1
LUMO (spin up / spin down) = -7.64 / -7.94 eV
gap between HOMO and LUMO (spin up / spin down) = 6.64 / 6.22 eV
electronic energy = -286.71290 Eh

Each line ends with the Mulliken charge.
Element x y z (Å)
C: 0.98547 -1.40089 0.41831  -0.31
C: -0.02083 -0.76021 1.27601  -0.30
C: -1.15815 -0.75945 0.27074  0.04
C: 0.89523 2.08464 -1.16572  -0.11
N: 0.15817 -0.42501 -0.14250  -0.20
O: -1.95750 0.32867 0.26013  -0.46
H: 2.08831 -1.08865 0.43203  0.23
H: 0.92437 -2.46986 0.21051  0.23
H: -0.00507 0.01805 1.95372  0.24
H: -1.69853 -1.65770 0.06103  0.41
H: 1.31646 1.99948 -0.19979  0.28
H: 1.17915 1.39431 -2.00854  0.29
H: 0.09087 2.77349 -1.38783  0.30
H: -2.79795 -0.03687 0.02187  0.36


# 11
This record from OMol25 describes C4H8NO as an isolated structure. The level of theory is ωB97M-V/def2-TZVPD.

Summary:
net charge = +1
LUMO = -3.96 eV
gap between HOMO and LUMO = 9.41 eV
electronic energy = -286.77219 Eh

Each line ends with the Mulliken charge.
Element x y z (Å)
C: 0.64551 1.73109 -0.75620  -0.32
C: 0.27890 0.52491 0.19894  -0.31
C: 1.94153 1.01017 -0.84460  -0.23
C: -0.55003 -1.69005 0.74591  -0.62
N: -0.69717 -0.53152 -0.16575  -0.18
O: 1.55536 0.08236 0.01633  -0.14
H: -0.05799 1.94490 -1.62657  0.31
H: 0.56398 2.66669 -0.20909  0.30
H: 0.00796 0.82410 1.23583  0.46
H: -0.25600 -1.18218 1.68005  0.33
H: -1.66013 -2.10742 0.81949  0.34
H: 0.11174 -2.48567 0.38954  0.27
H: -1.51155 0.07408 -0.32943  0.39
H: -0.37211 -0.86146 -1.15445  0.40


# 12
This record from OMol25 describes an isolated ion of composition C4H8NO and charge +1. The level of theory is ωB97M-V/def2-TZVPD.

Summary:
net charge = +1
LUMO = -6.21 eV
gap between HOMO and LUMO = 9.26 eV
SMILES string = C[N+](C)=CC=O
electronic energy = -286.87080 Eh

Each line ends with the Mulliken charge.
Element x y z (Å)
C: -0.61896 0.82583 -0.31519  0.21
C: -2.04408 0.46108 -0.33495  0.03
C: 1.70432 0.32685 -0.23768  -0.98
C: 0.09068 -1.21385 0.66463  -0.80
N: 0.26702 -0.03373 -0.11304  0.07
O: -2.59229 -0.44126 0.20777  -0.39
H: -0.25682 1.80468 -0.64632  0.34
H: -2.45665 1.27126 -0.98943  0.29
H: 1.80299 1.35197 -0.52692  0.38
H: 1.93109 -0.22975 -1.06459  0.45
H: 2.15308 0.16511 0.67781  0.35
H: -0.98465 -1.50497 0.65206  0.37
H: 0.16117 -0.89851 1.71678  0.36
H: 0.84311 -1.88470 0.30908  0.33


# 13
This record from OMol25 describes an isolated ion of composition C4H8NO and charge +1. The level of theory is ωB97M-V/def2-TZVPD.

Summary:
net charge = +1
LUMO = -4.89 eV
gap between HOMO and LUMO = 10.99 eV
SMILES string = C[C@@H](O)[N+]1=CC1
electronic energy = -286.81729 Eh

Each line ends with the Mulliken charge.
Element x y z (Å)
C: 1.58386 -1.05188 -0.16204  -0.07
C: 2.15635 0.27294 -0.01058  -0.25
C: -1.44036 0.96317 -0.08886  -1.44
C: -0.79602 -0.34356 0.41366  0.42
N: 0.65832 -0.28594 0.26082  -0.03
O: -1.22651 -1.52258 -0.16164  -0.46
H: 1.77600 -1.96610 -0.59280  0.42
H: 2.51959 0.51999 0.97746  0.28
H: 2.21948 0.92005 -0.87216  0.29
H: -2.28812 1.23053 0.39246  0.40
H: -0.85009 1.90784 0.10437  0.35
H: -1.59468 0.76160 -1.07616  0.50
H: -0.76536 -0.21486 1.48333  0.27
H: -1.95248 -1.19119 -0.66787  0.33


# 14
This record from OMol25 describes an isolated ion of composition C4H8NO and charge +1. The level of theory is ωB97M-V/def2-TZVPD.

Summary:
net charge = +1
LUMO = -3.83 eV
gap between HOMO and LUMO = 9.74 eV
SMILES string = C=CO[C@H]1C[NH2+]1
electronic energy = -286.78220 Eh

Each line ends with the Mulliken charge.
Element x y z (Å)
C: -2.46698 0.52173 -0.16884  -0.39
C: -1.86389 -0.66423 0.03466  -0.29
C: 1.48376 0.83565 0.07485  -0.40
C: 0.72734 -0.33048 -0.34946  0.15
N: 2.11437 -0.49544 0.28079  -0.26
O: -0.63380 -0.58104 0.75834  -0.40
H: -3.40658 0.75923 -0.63749  0.32
H: -1.92093 1.36338 0.38397  0.18
H: -2.15651 -1.64567 -0.36756  0.41
H: 1.84010 1.47500 -0.73952  0.27
H: 1.21270 1.36041 0.95484  0.28
H: 0.31510 -0.74845 -1.30161  0.45
H: 2.81323 -1.14607 -0.20563  0.34
H: 1.94211 -0.70401 1.28265  0.33


# 15
This record from OMol25 describes an isolated ion of composition C4H8NO and charge +1. The level of theory is ωB97M-V/def2-TZVPD.

Summary:
net charge = +1
LUMO = -5.04 eV
gap between HOMO and LUMO = 10.68 eV
SMILES string = CC1=[N+](CO)C1
electronic energy = -286.81148 Eh

Each line ends with the Mulliken charge.
Element x y z (Å)
C: 0.36208 -0.56071 -1.45372  -0.33
C: 0.75324 -0.48006 -0.02436  0.25
C: 1.87230 0.08177 0.94539  -0.88
C: -1.57687 0.14217 0.44794  -0.18
N: -0.41553 -0.13948 -0.31645  0.16
O: -2.41027 1.08728 0.01894  -0.49
H: 0.73460 0.26360 -1.99838  0.28
H: 0.50152 -1.54017 -2.04251  0.26
H: 1.66210 0.19543 2.03352  0.37
H: 2.03449 0.95326 0.30354  0.29
H: 2.74281 -0.51613 0.96016  0.34
H: -2.11497 -0.84746 0.41069  0.35
H: -1.11684 0.46396 1.45923  0.22
H: -3.02867 0.89655 -0.74398  0.37


# 16
This record from OMol25 describes an isolated ion of composition C4H8NO and charge +1. The level of theory is ωB97M-V/def2-TZVPD.

Summary:
net charge = +1
LUMO = -4.83 eV
gap between HOMO and LUMO = 10.76 eV
SMILES string = C=CC(=O)[NH2+]C
electronic energy = -286.88540 Eh

Each line ends with the Mulliken charge.
Element x y z (Å)
C: -0.35790 -0.48507 -0.77784  0.64
C: -2.40345 0.24632 0.31662  -0.77
C: -1.15573 0.44348 -0.03150  -0.22
C: 1.69737 0.04136 0.67563  -0.78
N: 1.15588 -0.22023 -0.64630  -0.16
O: -0.67348 -1.44954 -1.39227  -0.41
H: -2.86639 1.03653 0.90432  0.28
H: -2.91349 -0.70745 0.29503  0.30
H: -0.71249 1.53942 0.07640  0.28
H: 1.78029 -0.93190 1.15649  0.36
H: 2.79917 0.48510 0.64135  0.33
H: 0.91241 0.41876 1.26779  0.38
H: 1.60405 -0.96995 -1.23017  0.39
H: 1.13376 0.55318 -1.25555  0.36